No. 1
# CH3ClFN

2 unconnected molecules or ions with the total composition CH3ClFN in a non-equilibrium geometry (ωB97M-V with the def2-TZVPD basis set, the OMol25 dataset).

E_HOMO (spin up / spin down) ... -7.955 / -12.086 eV
Total energy ... -654.46588 Ha
LUMO (spin up / spin down) ... 0.28 / -1.82 eV
Gap between HOMO and LUMO (spin up / spin down) ... 8.23 / 10.26 eV
Expectation value of S² ... 2.01
2S+1 ... 3

Each line ends with the Löwdin charge.
CARTESIAN COORDINATES (ANGSTROEM)
C (0.020, -0.066, -0.068)  0.01
N (-2.159, 0.028, 0.702)  -0.36
F (-2.224, -1.326, 0.724)  -0.16
Cl (-3.279, 0.498, -0.576)  0.54
H (0.165, 0.944, 0.342)  0.01
H (0.050, -0.889, 0.628)  -0.01
H (-0.158, -0.130, -1.098)  -0.03

Cartesian forces (eV/Å) of the 2 atoms listed first:
C 2.2 1.2 1.2
N -2.7 0.0 -0.6



No. 2
# C6H7FN2O3

A single C6H7FN2O3 molecule in a non-equilibrium geometry (ωB97M-V with the def2-TZVPD basis set, the OMol25 dataset).

SMILES ... C/C(F)=C1/NC(=O)N(C)C(=O)O1
E_HOMO ... -9.784 eV
Total energy ... -667.90788 Ha
LUMO ... 0.52 eV
Gap between HOMO and LUMO ... 10.30 eV
2S+1 ... 1

Each line ends with the Löwdin charge.
CARTESIAN COORDINATES (ANGSTROEM)
C (0.959, -0.185, 2.543)  0.04
C (1.444, -0.036, 1.084)  -0.24
F (2.594, -0.735, 0.866)  0.06
C (1.059, 0.867, 0.267)  -0.25
N (1.268, 0.847, -1.105)  0.17
C (0.263, 0.215, -1.802)  -0.51
O (0.423, -0.085, -2.916)  0.15
N (-0.819, -0.095, -0.969)  0.03
C (-1.909, -0.810, -1.516)  -0.04
C (-1.158, 0.596, 0.197)  -0.51
O (-2.160, 0.488, 0.840)  0.16
O (-0.191, 1.442, 0.603)  0.11
H (1.277, -1.178, 2.991)  0.11
H (-0.096, -0.012, 2.413)  0.06
H (1.483, 0.746, 2.998)  0.13
H (2.193, 1.180, -1.487)  0.20
H (-2.235, -1.493, -0.733)  0.10
H (-2.764, -0.231, -1.916)  0.11
H (-1.631, -1.520, -2.356)  0.12

Cartesian forces (eV/Å) of the 2 atoms listed first:
C 1.9 1.1 -1.3
C 2.9 -2.6 4.6



No. 3
# C6H13N

A single C6H13N molecule in a non-equilibrium geometry (ωB97M-V with the def2-TZVPD basis set, the OMol25 dataset).

SMILES ... C/C=C(\C)CCN
E_HOMO ... -8.647 eV
Total energy ... -291.12351 Ha
LUMO ... 1.16 eV
Gap between HOMO and LUMO ... 9.80 eV
2S+1 ... 1

Each line ends with the Löwdin charge.
CARTESIAN COORDINATES (ANGSTROEM)
C (-2.254, -1.381, -0.760)  -0.10
C (-0.777, -1.119, -0.544)  -0.11
C (-0.297, -0.402, 0.477)  -0.32
C (-1.127, 0.114, 1.624)  -0.05
C (1.133, 0.014, 0.412)  -0.20
C (1.377, 1.161, -0.587)  -0.29
N (2.771, 1.443, -0.713)  -0.01
H (-2.486, -1.277, -1.817)  0.06
H (-2.640, -2.352, -0.425)  0.07
H (-2.966, -0.718, -0.253)  0.06
H (-0.166, -1.511, -1.344)  0.11
H (-1.363, -0.646, 2.371)  0.09
H (-0.690, 0.955, 2.152)  0.07
H (-2.072, 0.412, 1.157)  0.07
H (1.523, 0.350, 1.379)  0.11
H (1.798, -0.867, 0.333)  0.12
H (0.866, 0.949, -1.534)  0.10
H (0.838, 2.004, -0.129)  0.12
H (3.348, 0.636, -0.638)  0.05
H (3.184, 2.235, -1.161)  0.06

Cartesian forces (eV/Å) of the 2 atoms listed first:
C -0.5 -0.2 0.2
C -1.7 0.2 0.7



No. 4
# C16H31NOP2Sn

A molecular structure, C16H31NOP2Sn in a non-equilibrium geometry (ωB97M-V with the def2-TZVPD basis set, the OMol25 dataset).

E_HOMO ... -6.715 eV
Total energy ... -1655.12974 Ha
LUMO ... 0.36 eV
Gap between HOMO and LUMO ... 7.08 eV
2S+1 ... 1

Each line ends with the Löwdin charge.
CARTESIAN COORDINATES (ANGSTROEM)
P (1.328, -1.273, -0.691)  0.69
P (1.536, 2.063, -0.330)  0.71
C (1.203, -0.049, -2.103)  -0.42
C (2.071, 1.207, -1.929)  -0.44
H (0.125, 0.219, -2.142)  0.08
H (1.454, -0.584, -3.035)  0.09
H (3.138, 0.945, -1.834)  0.06
H (1.963, 1.909, -2.775)  0.09
C (-0.010, 2.963, -0.954)  -0.26
H (-0.390, 3.612, -0.146)  0.04
H (-0.795, 2.233, -1.219)  -0.01
H (0.182, 3.613, -1.823)  0.05
C (2.720, 3.416, -0.052)  -0.27
H (2.113, 4.329, -0.017)  0.04
H (3.500, 3.483, -0.814)  0.05
H (3.189, 3.281, 0.930)  0.00
C (0.244, -2.413, -1.616)  -0.30
H (0.068, -3.342, -1.070)  0.04
H (0.790, -2.617, -2.545)  0.04
H (-0.715, -1.937, -1.842)  0.03
C (2.853, -2.327, -0.838)  -0.30
H (3.797, -1.794, -0.656)  0.02
H (2.866, -2.737, -1.858)  0.04
H (2.777, -3.161, -0.116)  0.05
Sn (2.486, 0.181, 1.009)  0.85
C (-2.401, 1.046, 0.377)  -0.09
C (-2.977, 0.814, -0.814)  -0.13
C (-4.067, -0.143, -1.106)  -0.21
C (-4.168, -1.337, -0.130)  -0.19
C (-2.920, -2.167, -0.192)  -0.12
C (-1.932, -2.175, 0.712)  -0.14
C (-1.589, -1.112, 1.702)  -0.19
C (-2.364, 0.224, 1.636)  -0.19
C (2.512, -1.349, 2.613)  -0.29
H (-1.854, 1.993, 0.497)  0.08
H (-2.802, 1.502, -1.645)  0.10
H (-3.899, -0.505, -2.132)  0.11
H (-5.017, 0.415, -1.165)  0.12
H (-4.417, -0.978, 0.881)  0.10
H (-5.034, -1.916, -0.497)  0.11
H (-2.895, -2.863, -1.025)  0.10
H (-1.252, -3.057, 0.733)  0.11
H (-0.491, -0.975, 1.591)  0.06
H (-1.697, -1.509, 2.735)  0.12
H (-3.374, 0.091, 2.034)  0.10
H (-1.846, 0.861, 2.360)  0.11
H (3.345, -0.976, 3.233)  -0.01
H (2.697, -2.333, 2.180)  -0.03
H (1.559, -1.353, 3.145)  -0.03
O (2.558, 2.673, 4.656)  0.05
C (2.799, 2.197, 3.590)  -0.50
N (3.034, 1.716, 2.499)  -0.12

Cartesian forces (eV/Å) of the 2 atoms listed first:
P -0.5 -0.7 -1.5
P -1.3 0.8 -1.8



No. 5
# C5H14

2 unconnected molecules or ions with the total composition C5H14 in a non-equilibrium geometry (ωB97M-V with the def2-TZVPD basis set, the OMol25 dataset).

SMILES ... CCC.CC
E_HOMO ... -10.575 eV
Total energy ... -198.83256 Ha
LUMO ... 1.14 eV
Gap between HOMO and LUMO ... 11.71 eV
2S+1 ... 1

Each line ends with the Löwdin charge.
CARTESIAN COORDINATES (ANGSTROEM)
C (0.006, 1.245, 1.029)  -0.10
C (0.953, 1.358, -0.143)  -0.37
C (2.354, 1.184, 0.087)  -0.18
H (-0.198, 0.217, 1.143)  0.01
H (0.385, 1.655, 2.003)  0.10
H (-0.880, 1.770, 0.715)  0.07
H (0.769, 0.708, -1.013)  0.09
H (0.891, 2.414, -0.741)  0.15
H (2.886, 0.693, -0.668)  0.05
H (2.876, 2.052, 0.297)  0.04
H (2.673, 0.503, 1.015)  0.13
C (-1.657, -1.413, -1.139)  -0.18
C (-1.506, -2.005, 0.259)  -0.17
H (-1.924, -0.329, -1.043)  0.07
H (-0.697, -1.580, -1.605)  0.05
H (-2.346, -1.787, -1.857)  0.05
H (-1.220, -3.118, 0.070)  0.10
H (-2.523, -2.030, 0.609)  0.05
H (-0.841, -1.538, 0.981)  0.04

Cartesian forces (eV/Å) of the 2 atoms listed first:
C 0.6 1.2 -0.2
C -1.3 2.7 -3.2



No. 6
# C4H7NO2

A single C4H7NO2 molecule in a non-equilibrium geometry (ωB97M-V with the def2-TZVPD basis set, the OMol25 dataset).

E_HOMO (spin up / spin down) ... -4.145 / -10.057 eV
Total energy ... -361.43141 Ha
LUMO (spin up / spin down) ... 0.94 / -2.31 eV
Gap between HOMO and LUMO (spin up / spin down) ... 5.08 / 7.74 eV
Expectation value of S² ... 2.02
2S+1 ... 3

Each line ends with the Löwdin charge.
CARTESIAN COORDINATES (ANGSTROEM)
C (3.187, -0.411, -0.448)  0.08
C (2.107, -0.313, 0.049)  -0.16
C (-0.372, 1.761, 0.074)  -0.08
C (-0.352, -2.015, 0.061)  -0.09
N (0.821, -0.104, 0.358)  -0.15
O (0.452, 1.084, 1.020)  -0.10
O (0.236, -1.186, 1.026)  -0.11
H (4.277, -0.435, -0.709)  0.04
H (0.206, 2.454, -0.550)  0.09
H (-0.965, 2.496, 0.684)  0.10
H (-0.998, 1.020, -0.401)  0.08
H (-1.381, -1.620, -0.093)  0.09
H (-0.411, -3.108, 0.443)  0.12
H (0.405, -2.072, -0.766)  0.10

Cartesian forces (eV/Å) of the 2 atoms listed first:
C 10.2 -1.1 -3.6
C -11.9 1.1 2.9